(1)
The following is a quantum chemistry calculation of a molecular structure, C26H32BN8O2Ru in a non-equilibrium geometry, from the OMol25 dataset.

Each line ends with the Mulliken spin population.
Element x y z (Å)
C (-3.015217, 1.665402, 1.407843)  -0.007
C (-1.039361, -0.567806, -0.616097)  -0.107
H (5.389761, -0.580477, 1.567517)  0.000
C (2.082317, -3.175907, 0.138370)  -0.004
H (4.782432, -1.823756, 2.681675)  0.002
H (-4.110707, -2.187231, -0.404018)  0.000
C (3.212551, -1.918120, -1.646825)  -0.018
C (-3.435339, -1.351120, -0.625908)  0.000
C (2.309835, -0.410311, 3.004898)  0.002
H (-2.483206, -3.072207, 1.393466)  0.000
H (-1.524499, 0.643347, -4.867942)  0.000
H (0.381005, 1.162724, -6.801560)  0.000
C (-0.446759, 0.614605, -4.785140)  0.000
H (2.978417, 4.374100, -0.318055)  0.000
C (1.505112, 2.689491, -0.264740)  0.002
N (-0.902388, 0.769963, 2.004634)  0.020
C (-1.710593, 1.002509, 1.051795)  0.009
H (0.807646, -0.362484, 4.991234)  0.000
H (5.026012, -0.169498, 3.267067)  -0.001
H (-4.991357, 2.356828, 4.077275)  0.000
H (3.607608, 0.241484, -3.320743)  0.000
O (3.103175, -0.182357, 0.790887)  0.028
N (0.112266, 0.300101, -3.624140)  0.000
C (-4.667708, 2.316666, 3.043641)  -0.001
H (0.769346, 2.915909, 0.491073)  0.000
H (-2.233615, -3.776092, -0.832774)  0.000
N (0.353727, 0.255827, 1.725838)  -0.029
C (-1.996548, -1.714989, -0.229150)  0.015
C (2.625931, 3.424905, -0.687391)  0.000
N (1.431508, 1.550739, -0.939998)  0.006
C (-5.057571, 2.758225, 0.723387)  -0.001
H (-1.074666, -0.534288, -1.706391)  -0.025
C (0.975101, -0.072013, 2.870648)  -0.008
B (2.557617, 0.226417, -2.686904)  0.013
C (1.713785, 0.695715, -5.095075)  0.001
H (-0.198961, 0.961238, 4.356913)  0.000
Ru (0.989151, -0.540265, -0.251434)  0.933
O (-1.541038, 0.779585, -0.245281)  -0.004
H (-3.799005, -0.472907, -0.088931)  0.000
N (2.451562, 1.527624, -1.801935)  -0.003
H (3.954468, -3.743307, -0.855926)  0.006
N (1.099656, -2.387345, 0.344057)  0.049
H (-3.487760, 2.115414, -0.615800)  0.000
H (-6.442783, 3.268362, 2.283991)  0.000
H (-0.686571, -0.698631, 4.080228)  -0.001
H (-5.678832, 3.156604, -0.070336)  0.000
C (-1.575277, -2.928123, -1.061151)  0.004
C (0.523514, 0.879746, -5.770603)  0.000
H (-0.548085, -3.202103, -0.832827)  -0.003
H (2.734829, 0.766691, -5.435067)  0.000
C (3.165362, -2.999409, -0.802874)  0.076
C (3.299093, -0.432227, 1.976354)  0.024
H (-3.491187, -1.137829, -1.698448)  -0.001
C (-1.972950, -2.110355, 1.257250)  -0.006
H (-2.476209, -1.369845, 1.885643)  -0.001
H (-0.938175, -2.218099, 1.584993)  0.006
H (4.085121, 2.764579, -2.269122)  0.000
C (-3.439233, 1.750047, 2.729106)  0.003
C (-3.831794, 2.175021, 0.408799)  0.000
N (2.334273, -0.926131, -1.750970)  0.017
H (2.104820, -4.127821, 0.704943)  -0.001
C (-5.484927, 2.823490, 2.039972)  0.001
C (3.204634, 2.623563, -1.663129)  0.000
N (1.441016, 0.347059, -3.822442)  0.005
C (4.720852, -0.768502, 2.405064)  0.000
C (0.180684, -0.040921, 4.159975)  -0.001
H (-2.792670, 1.348908, 3.499199)  -0.001
H (2.643579, -0.675478, 4.000385)  0.003
H (-1.650809, -2.705095, -2.131046)  -0.001
H (4.068011, -1.869817, -2.327975)  -0.002

Cartesian forces (eV/Å) of the 6 atoms listed first:
0.594 -0.282 -0.149
0.884 -0.104 -1.263
0.010 -0.030 -0.008
0.085 0.094 -0.371
-0.022 0.003 -0.019
0.019 0.018 -0.019

## Properties
Spin multiplicity = 2
LUMO energy (spin up / spin down) = 4.61 / 4.61 eV
Highest occupied orbital energy (spin up / spin down) = -0.1 / -0.1 eV
Gap between HOMO and LUMO (spin up / spin down) = 4.73 / 4.71 eV
Total charge = -2

---

(2)
The following is a quantum chemistry calculation of a gas-phase ion, C5H7F3NO (charge -1) in a non-equilibrium geometry, from the OMol25 dataset.

Each line ends with the natural charge from an NBO analysis.
Element x y z (Å)
F (1.599819, -2.379256, -0.006437)  -0.415
H (-1.017469, 1.495520, 1.402368)  0.182
O (0.641203, 2.882772, 0.191154)  -0.494
H (-0.187204, -1.461492, 1.229738)  0.223
H (-0.953584, -2.139667, -0.187732)  0.185
H (-1.386194, -0.149818, -1.354927)  0.208
C (0.963940, -1.174883, -0.387060)  0.094
C (-1.027914, 1.326041, 0.266145)  -0.299
H (1.034880, -1.155700, -1.431307)  0.162
N (0.126682, 1.922101, -0.398794)  0.010
H (-2.507408, -0.338783, -0.073818)  0.184
F (1.960308, 0.061029, 1.403143)  -0.406
C (-1.352638, -0.113065, -0.250489)  -0.399
C (-0.437927, -1.242000, 0.231212)  -0.431
F (2.840328, 0.345777, -0.594463)  -0.398
C (1.638015, 0.091501, 0.049914)  0.426
H (-1.934842, 2.029931, -0.088654)  0.167

Cartesian forces (eV/Å) of the 6 atoms listed first:
0.484 -0.850 0.238
0.219 -0.674 -1.345
-0.550 -0.035 0.267
-0.586 0.439 1.737
0.621 0.119 0.423
0.632 0.370 0.330

## Properties
LUMO energy (spin up / spin down) = 3.97 / 3.97 eV
Highest occupied orbital energy (spin up / spin down) = -2.3 / -2.3 eV
Gap between HOMO and LUMO (spin up / spin down) = 6.25 / 6.25 eV
Total charge = -1

---

(3)
The following is a quantum chemistry calculation of a molecular structure, C37H26B3NO16S in a non-equilibrium geometry, from the OMol25 dataset.

Each line ends with the Löwdin charge.
Element x y z (Å)
C (6.884320, 3.630527, 1.019661)  0.043
B (2.464700, -0.180597, -0.468509)  -0.855
C (5.280756, 4.513539, 3.217876)  0.027
O (-12.254977, -2.121107, -2.596272)  0.099
H (-11.544376, -2.864887, 0.647518)  0.124
H (-7.464924, -1.690744, -0.352536)  0.116
H (7.075225, 4.821742, 4.299413)  0.122
H (4.605392, 4.833057, 4.001709)  0.123
H (-4.360161, 1.186051, 2.803925)  0.123
H (10.372764, 3.563748, 0.980470)  0.097
C (-10.389902, 0.124141, -0.639192)  -0.384
H (12.444380, 5.261455, -3.267914)  0.122
C (2.244310, -4.784135, 4.510841)  0.021
C (-11.562913, -2.811273, -3.318139)  -0.374
C (-4.317603, 0.427235, 0.750673)  -0.383
C (-2.365128, 0.877317, 2.163204)  0.031
O (4.492078, -4.631173, 5.186929)  0.107
O (3.451585, 4.086366, 1.800787)  0.115
O (-9.238652, -5.130255, -5.745466)  0.108
H (5.090158, 3.323489, -0.060543)  0.103
H (7.559775, 3.310094, 0.234691)  0.100
C (3.275578, -4.536848, 1.855540)  0.020
C (-11.319307, -0.905937, -0.122547)  0.005
H (0.307027, -4.902722, 3.662942)  0.122
H (-3.896906, -0.331203, -1.259251)  0.122
H (1.245605, 2.642228, -0.238842)  0.124
H (-1.424586, -0.318527, -0.983169)  0.098
C (11.965331, 4.871403, -2.378586)  0.021
B (2.258639, 2.048942, -0.360247)  -0.286
C (7.505864, 4.064377, 2.290782)  -0.364
O (1.027859, -4.689601, 1.179560)  0.081
S (1.226081, -1.533820, -0.337462)  0.872
C (4.147021, -4.520580, 2.862562)  0.023
H (-1.887763, 1.198896, 3.080300)  0.124
O (-5.525079, 0.422915, 0.614847)  0.095
N (5.519203, 1.183003, -1.443179)  0.298
O (8.712996, 4.056939, 2.438286)  0.093
C (-10.161023, -4.802191, -3.606513)  0.029
C (-1.466559, 0.440398, 1.070524)  -0.369
C (-3.419413, -0.009683, -0.342134)  0.025
H (-11.096150, -4.294598, -1.775237)  0.118
C (6.602736, 4.507294, 3.377261)  0.025
C (-3.688637, 0.870603, 2.015251)  0.024
H (1.934352, -4.872258, 5.544484)  0.122
O (3.242778, 2.352680, -1.347804)  0.222
C (-10.878699, -2.099625, 0.268263)  -0.002
C (-2.095738, -0.003130, -0.194648)  0.021
O (2.570086, 0.904820, 0.457097)  0.152
O (6.230455, -0.046050, 0.460270)  0.219
H (5.213069, -4.417959, 2.703045)  0.123
C (12.551529, 5.277550, -1.080226)  -0.388
H (-8.285943, 0.539897, -1.082346)  0.121
O (9.296349, 2.815710, -1.261017)  0.086
C (11.912384, 4.757135, 0.149383)  0.028
C (10.905020, 4.067911, -2.436521)  0.021
H (-10.396970, -2.958098, -6.566498)  0.123
C (-9.442637, -2.448472, 0.204690)  -0.397
H (-12.366349, -0.635266, -0.082316)  0.126
C (10.266408, 3.547936, -1.206158)  -0.374
C (4.658818, 4.079194, 1.946109)  -0.363
H (-9.682483, -5.707770, -3.255511)  0.125
C (10.851548, 3.953133, 0.091727)  0.024
H (1.535873, -2.470620, -1.312414)  -0.083
C (1.821814, -4.677167, 2.098235)  -0.393
O (-10.790765, 1.212913, -0.997876)  0.108
H (-11.810855, -1.544249, -5.085898)  0.123
C (1.373151, -4.800322, 3.503643)  0.022
B (4.032824, 1.166104, -1.464308)  -0.570
O (3.394415, -0.114665, -1.560438)  0.191
H (10.463625, 3.760184, -3.376251)  0.121
C (-8.512398, -1.419335, -0.311953)  0.020
C (-8.952026, -0.224763, -0.702930)  0.026
C (-11.332386, -2.450118, -4.735315)  0.024
C (5.561809, 3.637346, 0.860865)  0.040
H (3.585410, -4.448531, 0.821837)  0.122
C (-10.918148, -4.045444, -2.814131)  0.024
C (5.923919, 0.417691, -0.554251)  -0.280
O (-0.259614, 0.445496, 1.208185)  0.060
C (-9.930455, -4.441154, -5.024269)  -0.387
O (13.519646, 6.008720, -1.027532)  0.106
C (-10.575360, -3.206866, -5.527877)  0.022
C (3.698486, -4.643859, 4.268319)  -0.388
O (-9.041639, -3.539295, 0.563386)  0.092
H (12.353372, 5.064719, 1.089132)  0.125

Cartesian forces (eV/Å) of the 6 atoms listed first:
-0.090 -0.056 -0.153
1.221 -0.269 -0.725
0.123 0.062 0.148
0.008 -0.133 -0.208
0.025 -0.016 -0.003
-0.008 0.007 0.046

## Properties
LUMO energy = -1.72 eV
Highest occupied orbital energy = -10.1 eV
Gap between HOMO and LUMO = 8.35 eV

---

(4)
The following is a quantum chemistry calculation of a molecular structure, C26H23F3N2O3SbTl, from the OMol25 dataset.

Each line ends with the natural charge from an NBO analysis.
Element x y z (Å)
C (1.374626, 2.907048, 1.021961)  -0.331
F (2.061906, 5.129114, 0.919346)  -0.278
F (4.248210, 0.553176, -6.860102)  -0.291
O (-3.742227, 1.028995, 0.841866)  -0.636
H (0.317722, 1.318629, -4.898868)  0.215
H (-2.941840, -1.743483, -0.078772)  0.191
H (3.192042, -1.187728, -2.894563)  0.218
O (0.754837, 0.584537, 1.077332)  -0.570
H (-3.629073, 1.752425, 5.096895)  0.258
N (-0.524103, -0.646173, 2.491149)  -0.638
C (-2.798537, 0.501769, 1.401745)  0.753
C (-3.156995, -2.412811, 0.760552)  -0.627
H (1.274838, -0.214814, 0.657390)  0.602
H (1.433304, 2.911349, 2.101611)  0.267
H (-2.095388, 0.991629, 4.728799)  0.208
O (-1.698341, -1.920862, 3.938122)  -0.467
Tl (-3.042794, 2.504691, -1.147915)  0.955
C (-3.798615, 0.156608, 3.655870)  -0.372
C (1.661468, 0.081596, -3.737941)  -0.401
H (3.981351, -1.800731, 1.175479)  0.264
F (2.775542, -3.885679, 2.075710)  -0.292
C (-3.042682, 1.315756, 4.290960)  -0.624
C (1.702107, 4.027223, 0.277261)  0.429
C (3.780735, -0.399094, -4.780855)  -0.260
H (-2.219585, -2.869430, 1.090100)  0.201
C (-3.027394, -0.522429, 2.496138)  -0.290
C (1.233013, -1.437350, -0.843890)  -0.406
H (-4.807728, -1.267750, 1.571138)  0.239
C (2.284066, -3.102777, 1.123797)  0.478
H (-0.418139, -2.825095, -0.857849)  0.239
C (1.061186, -3.417302, 0.554061)  -0.265
H (-4.064832, -2.374578, 2.721871)  0.248
C (1.004351, 1.807512, 0.282799)  0.327
H (1.910206, 1.615787, -6.772400)  0.253
C (3.012937, -1.991382, 0.731935)  -0.266
H (1.334185, 2.849893, -2.856447)  0.245
H (3.072539, -0.315761, -0.596305)  0.258
H (-4.001661, -0.619661, 4.393599)  0.248
Sb (0.249439, -0.059406, -2.182766)  1.140
C (-1.753711, -1.114273, 3.067179)  0.727
C (2.901551, -0.554223, -3.722384)  -0.202
H (-4.754402, 0.489233, 3.251022)  0.238
C (2.484261, -1.163269, -0.257436)  -0.336
H (-2.841542, 2.116328, 3.573251)  0.196
H (4.746265, -0.885332, -4.796039)  0.253
C (1.296032, 0.852331, -4.843691)  -0.217
H (0.338151, -0.987256, 2.903180)  0.459
C (0.540480, -2.573701, -0.418335)  -0.221
H (0.538797, -4.310526, 0.870714)  0.261
C (2.169243, 1.024482, -5.905196)  -0.266
H (-3.786380, -3.214061, 0.377906)  0.256
C (-3.857983, -1.687388, 1.901422)  -0.361
C (0.948277, 1.691262, -1.085081)  -0.454
C (-0.539173, 0.265368, 1.527067)  0.795
N (-1.513789, 0.853848, 0.963858)  -0.631
H (1.973124, 4.907605, -1.646949)  0.264
C (3.400499, 0.396333, -5.847285)  0.441
C (1.315755, 2.854827, -1.773068)  -0.187
C (1.683849, 4.014948, -1.108964)  -0.237

Cartesian forces (eV/Å) of the 6 atoms listed first:
-0.021 -0.038 -0.027
-0.006 0.001 -0.009
-0.009 0.000 -0.008
0.026 -0.001 0.023
-0.005 0.000 0.001
0.003 0.004 -0.009

## Properties
LUMO energy = -6.66 eV
Highest occupied orbital energy = -14.2 eV
Gap between HOMO and LUMO = 7.52 eV
Total charge = +2